No. 1
Density functional theory data (the ωB97M-V functional and the def2-TZVPD basis) for 12 unconnected molecules or ions with the total composition F6H22O11P at a distorted geometry.

Results
- Total energy: -1781.7320 Ha
- Orbital gap: 10.621 eV
- Relative energy (zero: lowest compared OMol25 entry of this formula, charge and spin): 19.0 kcal/mol
- E_LUMO: 2.651 eV

ORCA input file:
```
! wB97M-V def2-TZVPD RIJCOSX def2/J DEFGRID3
* xyz -1 1
P -5.10 5.64 -4.10
F -4.27 5.92 -5.47
F -6.35 6.49 -4.70
F -5.65 4.15 -4.50
F -5.89 5.39 -2.67
F -3.76 5.05 -3.43
F -4.59 7.08 -3.43
O -4.13 2.86 -2.01
H -4.65 3.63 -2.23
H -3.83 2.53 -2.86
O -7.67 3.31 -2.13
H -7.11 4.06 -2.34
H -7.27 2.92 -1.35
O -8.91 5.00 -4.31
H -8.05 4.60 -4.17
H -9.41 4.79 -3.52
O -4.14 1.40 -5.29
H -5.07 1.37 -5.48
H -3.76 1.95 -5.98
O -6.28 4.44 -8.13
H -6.31 4.76 -7.23
H -5.99 3.53 -8.05
O -5.74 9.96 -2.94
H -5.42 9.06 -2.99
H -5.00 10.45 -2.58
O -6.85 1.76 -5.95
H -7.60 1.52 -6.51
H -7.12 2.57 -5.52
O -2.94 8.44 -6.57
H -3.61 8.12 -5.97
H -2.15 7.96 -6.33
O -3.09 3.36 -6.66
H -3.43 4.24 -6.81
H -2.41 3.47 -6.00
O -6.94 9.23 -5.46
H -7.13 8.39 -5.04
H -6.43 9.71 -4.81
O -2.56 7.03 -1.60
H -3.27 6.61 -2.09
H -1.78 6.51 -1.82
*
```

---

No. 2
Density functional theory data (the ωB97M-V functional and the def2-TZVPD basis) for a molecular structure, C13H21N4O3PdS.

Results
- Total energy: -1478.6144 Ha
- Orbital gap: 8.249 eV
- E_LUMO: -2.679 eV

ORCA input file:
```
! wB97M-V def2-TZVPD RIJCOSX def2/J DEFGRID3
* xyz 1 1
Pd 0.80 -0.25 0.92
C 3.62 -0.99 -2.78
N 2.35 -1.72 -2.70
C 2.15 -2.83 -3.63
C 1.48 -1.43 -1.74
O 1.69 -0.51 -0.93
C 0.21 -2.27 -1.65
O -0.79 -1.66 -0.88
C -1.60 -0.72 -1.54
C -1.46 0.68 -0.96
O -0.74 0.92 0.02
N -2.17 1.65 -1.54
C -2.05 3.03 -1.09
C -3.03 1.42 -2.70
H 4.43 -1.62 -2.41
H 3.81 -0.73 -3.82
H 3.56 -0.09 -2.19
H 3.07 -2.97 -4.19
H 1.93 -3.76 -3.10
H 1.35 -2.62 -4.34
H -0.17 -2.51 -2.65
H 0.46 -3.21 -1.16
H -1.41 -0.70 -2.61
H -2.64 -1.03 -1.40
H -1.29 3.10 -0.32
H -1.77 3.66 -1.93
H -3.01 3.37 -0.69
H -3.52 0.46 -2.66
H -3.80 2.19 -2.70
H -2.47 1.50 -3.64
C 1.13 0.18 6.96
C 0.85 0.15 5.49
C -0.23 0.86 4.95
C -0.44 0.77 3.60
N 0.36 0.01 2.85
C 1.42 -0.59 3.43
S 2.35 -1.33 2.17
N 1.68 -0.57 4.72
H 0.27 -0.19 7.52
H 1.32 1.20 7.29
H 2.00 -0.44 7.19
H -0.88 1.45 5.58
H -1.26 1.27 3.10
*
```

---

No. 3
Density functional theory data (the ωB97M-V functional and the def2-TZVPD basis) for 2 unconnected molecules or ions with the total composition C7H15N3O at a distorted geometry.

Results
- Total energy: -514.5953 Ha
- Orbital gap: 9.282 eV
- Relative energy (zero: lowest compared OMol25 entry of this formula, charge and spin): 9.8 kcal/mol
- E_LUMO: -8.498 eV

ORCA input file:
```
! wB97M-V def2-TZVPD RIJCOSX def2/J DEFGRID3
* xyz 2 1
C -1.27 -0.48 0.91
C -2.89 -0.09 -0.74
C -3.34 -1.10 0.16
C 3.36 -0.93 0.90
C 4.12 -1.01 -0.32
C -0.97 2.54 -1.12
C -0.53 1.23 -0.47
N -2.43 -1.29 1.11
N 2.14 -0.66 1.10
N -1.56 0.25 -0.19
O -0.33 -0.45 1.65
H -2.96 -0.68 -1.73
H -3.51 0.76 -0.92
H -4.40 -1.57 0.20
H 3.86 -1.40 1.79
H 5.14 -0.68 -0.08
H 3.80 -0.48 -1.19
H 4.17 -2.07 -0.68
H -0.19 3.23 -0.96
H -1.21 2.39 -2.21
H -1.83 3.12 -0.65
H 0.04 1.60 0.37
H 0.12 0.68 -1.18
H -2.50 -2.01 1.86
H 1.65 -0.66 2.03
H 1.53 -0.25 0.34
*
```

---

No. 4
Density functional theory data (the ωB97M-V functional and the def2-TZVPD basis) for a molecular structure, C17H15BCl3F5LaN10O4 at a distorted geometry.

Results
- Total energy: -3441.8736 Ha
- Expectation value of S²: 0.75
- Orbital gap (spin up / spin down): 9.627 / 5.502 eV
- Relative energy (zero: lowest compared OMol25 entry of this formula, charge and spin): 32.0 kcal/mol
- E_LUMO (spin up / spin down): 0.309 / -3.816 eV

ORCA input file:
```
! wB97M-V def2-TZVPD RIJCOSX def2/J DEFGRID3
* xyz 0 2
La 0.62 1.43 -0.38
C -2.58 -1.05 -2.68
C -2.06 0.15 -2.23
N -1.27 -0.05 -1.17
N -1.31 -1.37 -0.92
C -2.07 -2.00 -1.83
B -0.44 -2.01 0.18
N -0.48 -1.16 1.48
C -0.96 -1.53 2.68
C -0.70 -0.52 3.58
C -0.04 0.45 2.83
N 0.08 0.05 1.57
N 1.00 -2.02 -0.35
C 1.81 -3.05 -0.63
C 2.95 -2.55 -1.23
C 2.74 -1.18 -1.29
N 1.56 -0.86 -0.76
N -0.96 -3.39 0.53
C -2.26 -3.71 0.76
C -2.31 -4.99 1.27
C -0.96 -5.38 1.34
N -0.18 -4.41 0.90
H -3.24 -1.21 -3.51
H -2.24 1.14 -2.61
H -2.21 -3.06 -1.82
H -1.44 -2.47 2.84
H -0.96 -0.49 4.62
H 0.33 1.40 3.16
H 1.52 -4.05 -0.37
H 3.80 -3.11 -1.57
H 3.38 -0.43 -1.70
H -3.05 -3.01 0.56
H -3.17 -5.55 1.56
H -0.55 -6.31 1.68
N 2.96 1.24 1.21
N 4.01 1.38 0.29
C 3.71 2.02 -0.99
O 4.69 2.45 -1.57
O 2.51 2.01 -1.31
H 2.99 1.95 1.95
H 2.98 0.31 1.64
H 4.91 1.69 0.65
Cl -2.51 5.14 0.93
C -1.72 3.71 1.53
Cl -2.33 3.24 3.11
Cl -2.01 2.36 0.41
C -0.10 3.98 1.72
O 0.15 5.00 2.31
O 0.60 3.05 1.28
F 0.40 3.81 -1.33
C -0.60 3.18 -2.08
F 0.12 2.16 -2.75
C -1.12 4.17 -3.12
F -1.78 5.16 -2.51
F -0.20 4.74 -3.90
F -2.00 3.55 -3.93
*
```